# 1
5 unconnected molecules or ions with the total composition C18H45N4O5P, computed with ωB97M-V with the def2-TZVPD basis set.

Output
E_HOMO   -8.80 eV
E_tot   -1649.36561 Ha
Structure (SMILES)   CCCCO[PH3]CC.CN(C)C=O.CN(C)C=O.CN(C)C=O.CN(C)C=O

ORCA input file:
```
! RIJCOSX wB97M-V def2-TZVPD def2/J DEFGRID3
* xyz 0 1
C 5.26 2.28 0.57
H 2.40 3.04 6.58
C -3.33 -7.32 2.36
H -4.60 -5.81 3.94
H -4.35 1.00 -3.48
N -0.49 -1.53 0.64
H 1.80 2.60 -3.71
H 5.64 2.25 -0.45
C 1.31 1.72 -4.15
H 0.59 -0.30 1.98
H 1.98 -1.71 -3.94
H 2.21 0.46 -2.65
C 0.62 -1.31 1.56
H -3.09 -6.11 0.11
H -5.55 -4.99 2.69
H -1.97 -2.40 1.87
H 1.58 -1.42 1.07
H -2.83 -7.74 1.49
H -2.31 4.31 -4.47
H -2.54 1.91 -4.94
C 3.06 4.18 3.70
C -5.01 1.75 -3.92
H -0.68 0.88 -4.11
H -0.17 1.63 -2.59
O 3.66 -0.59 2.00
H 3.03 0.45 -4.20
H -2.62 -7.28 3.19
C 2.04 0.45 -3.73
H -1.44 -0.96 -1.09
C -0.14 1.74 -3.68
H 0.43 -0.99 -3.51
O 0.24 0.13 -0.71
C -3.64 -5.45 0.81
H 1.34 1.86 -5.23
C 2.66 1.84 4.05
H 1.90 4.60 5.90
H -2.44 2.64 -2.64
H -4.59 3.71 -3.08
C -4.34 3.12 -3.96
H -4.03 -4.29 3.23
H 3.70 1.56 3.91
H -0.98 -3.55 0.95
N 4.30 1.23 0.80
N -3.82 -6.00 2.03
H 4.81 3.26 0.77
H -5.93 1.74 -3.33
O 3.63 3.97 2.64
H 2.20 1.28 0.67
O -4.04 -4.35 0.49
H 2.99 0.25 -0.52
H 2.93 5.20 4.11
H 2.16 1.68 3.09
C -1.46 -2.57 0.91
H 3.07 2.02 -0.69
N 2.54 3.22 4.49
O -0.76 2.95 -4.07
H 1.05 -0.86 -5.17
C 1.33 -0.84 -4.11
H -5.26 1.40 -4.92
C 1.89 3.52 5.74
P -2.46 2.99 -4.02
H -4.67 3.71 -4.83
H 5.41 0.41 2.30
H -2.22 -2.58 0.13
C 4.47 0.30 1.75
H -4.15 -7.99 2.64
C -4.54 -5.23 3.03
H 6.10 2.15 1.25
C 3.07 1.19 0.02
H 2.21 1.19 4.80
C -0.57 -0.74 -0.44
H 0.54 -2.03 2.37
H 0.85 3.18 5.73
*
```

# 2
3 unconnected molecules or ions with the total composition C18H45N6O3P2 at a distorted geometry, computed with ωB97M-V with the def2-TZVPD basis set.

Output
E_HOMO   -1.84 eV
E_tot   -1949.29933 Ha
Energy relative to the best compared isomer or geometry (same formula, charge and spin)   9.119 eV

ORCA input file:
```
! RIJCOSX wB97M-V def2-TZVPD def2/J DEFGRID3
* xyz -1 1
H 1.99 -3.72 0.60
H 2.60 -0.77 -2.08
O 1.50 -0.27 -3.94
H -2.74 -4.00 -2.72
C 2.16 3.02 2.19
H -1.89 -7.59 1.18
N -1.25 -5.64 1.71
H 0.78 7.36 -0.32
C -0.97 -7.01 1.31
H 1.60 -4.96 -1.28
C 1.93 6.62 2.02
H 1.78 7.60 2.48
N 0.09 -4.55 0.13
N -0.79 4.36 1.79
H -3.82 -6.04 -0.54
H -0.86 6.92 0.20
O -3.06 -4.15 1.16
H 4.26 3.33 -3.12
C -1.89 -5.65 3.03
H -2.07 -2.84 -1.58
H -1.34 -6.27 3.75
H 0.26 -3.98 -1.91
H 0.08 -5.74 -1.63
N 0.69 6.14 1.42
C 0.31 -0.79 -3.26
C 4.18 2.14 -3.22
C 3.63 0.83 -3.30
H -2.92 -6.02 2.97
C 2.75 -0.59 -3.23
C -0.87 0.35 -3.03
C -2.87 -6.04 -1.09
N 1.99 4.11 1.24
H 1.78 2.07 1.82
H 1.69 3.25 3.15
P -1.60 -4.34 0.68
H -1.29 2.59 -2.92
H -0.39 -7.07 0.39
H 0.72 -3.37 1.77
H 0.49 -1.30 -2.23
H -2.25 3.84 0.35
O 0.24 3.18 -0.04
H -0.14 -1.64 -3.97
H -1.92 -4.64 3.45
H -2.31 -6.94 -0.82
H 0.52 2.23 -2.57
C 0.93 -3.49 0.70
H 4.01 3.96 0.59
H 3.23 2.89 2.44
C -0.62 4.25 3.23
H -1.52 4.58 3.75
H -1.75 0.14 -3.78
H -3.10 -6.18 -2.16
H 2.84 3.06 -0.41
C -0.38 1.90 -3.25
C 0.14 7.20 0.56
P 0.45 4.55 0.64
H 0.03 8.14 1.10
H 2.94 4.82 -0.51
H 0.19 4.89 3.61
H -3.69 -3.50 -1.31
C -2.68 -3.74 -1.66
H -0.42 3.22 3.53
N -2.09 -4.84 -0.88
H 2.74 6.71 1.29
H -2.84 3.85 2.00
H 2.26 5.97 2.84
H -1.30 0.20 -1.94
H -1.80 2.53 1.46
H -0.36 -7.52 2.07
H 0.73 -2.53 0.21
H -0.21 2.14 -4.41
C 2.99 3.97 0.18
C -1.97 3.61 1.38
C 0.51 -4.81 -1.24
*
```

# 3
A molecular structure, C18H46Br2F2N5NiO15S2 at a distorted geometry, computed with ωB97M-V with the def2-TZVPD basis set.

Output
E_HOMO (alpha / beta)   -10.60 / -10.60 eV
E_tot   -9767.14089 Ha

ORCA input file:
```
! RIJCOSX wB97M-V def2-TZVPD def2/J DEFGRID3
* xyz 1 3
H -10.13 3.08 0.22
H 4.89 6.74 2.67
H 8.34 6.77 2.77
N 1.07 -6.25 1.03
H 5.61 -4.78 -2.00
C 5.03 0.18 6.92
H -9.98 3.46 -3.41
H 6.44 -2.58 11.56
H -7.91 -4.90 0.64
O -1.59 0.60 0.39
C -11.80 4.72 -3.59
H 7.31 -5.51 -2.33
H -5.85 -6.63 1.12
N -0.60 1.03 -2.03
O -10.98 3.65 -1.62
C -11.00 3.53 -3.02
C -9.98 2.95 -0.85
H -6.64 1.53 -8.19
H 1.32 -7.00 -1.03
H 6.89 0.62 8.03
H 4.15 5.91 1.20
H -11.88 4.69 -4.67
O 1.46 0.38 -7.33
H -9.52 1.27 -2.09
H 8.85 6.57 5.20
S -1.48 0.20 -1.03
C 4.85 5.85 2.04
C 0.57 -6.89 -0.24
H 4.32 0.74 7.54
H 3.62 -0.53 -8.51
H 9.29 5.19 4.28
H 6.89 6.93 3.92
H 7.59 -1.87 9.40
H -0.26 -6.32 -0.64
O -5.97 -0.80 -6.36
H 4.44 5.10 2.71
C -9.94 1.49 -1.11
C -6.52 0.45 -8.19
O 7.10 5.15 2.72
O 6.77 -3.91 -4.69
C 8.43 5.78 4.58
H 7.26 -0.58 10.40
H 6.33 4.60 1.11
H 4.97 -1.92 10.91
F -2.80 0.98 -1.58
O 5.53 -5.66 -4.41
H -9.06 3.44 -1.17
C 7.64 6.30 3.46
H -7.49 -0.03 -8.07
O 1.31 0.62 -0.10
O 0.70 -5.11 1.33
C 2.92 -1.29 -8.14
H 4.56 -0.69 6.47
H 7.00 -0.82 7.11
O 0.64 -1.09 -8.67
H 5.79 -3.22 10.13
H 2.85 -2.20 -8.74
Ni -1.01 3.32 -4.99
H 3.13 -1.40 -7.08
O 5.80 -0.92 8.83
H 7.10 -3.80 -2.36
C 6.56 -4.74 -2.54
O 1.72 -6.94 1.76
H -11.44 2.60 -3.39
H 7.88 5.15 5.28
C 6.32 5.54 1.65
C -5.80 -5.60 0.78
H -10.98 1.17 -1.11
O 1.14 -1.13 -1.87
C 6.30 -0.24 7.71
N 1.58 -0.63 -8.06
Br -7.67 -6.63 -1.14
H 5.32 0.77 6.05
O -1.72 -1.18 -1.47
H -6.92 -4.28 -0.66
H -6.06 0.15 -9.13
C -7.07 -5.14 -0.01
H -11.24 5.60 -3.29
N -5.68 0.20 -7.03
H 0.33 -7.93 -0.04
H -4.96 -5.66 0.09
H -9.35 1.06 -0.31
F 1.83 1.08 -2.22
H -12.81 4.84 -3.19
C 5.96 -2.27 10.63
H 6.85 6.27 1.03
Br -5.41 -4.30 2.23
N 6.27 -4.77 -4.04
S 0.79 0.18 -1.37
O -4.83 1.02 -6.66
C 6.74 -1.33 9.82
*
```

Q: The lowest E_tot belongs to which entry?
A: C18H46Br2F2N5NiO15S2

Q: Among the records above, which one has the lowest E_tot?
A: C18H46Br2F2N5NiO15S2